Entry 1:
Below is a gas-phase ion, CH5BrN3O (charge +1), with properties calculated with ωB97M-V/def2-TZVPD.

Values from the calculation:
Energy above the lowest of the compared OMol25 structures with the same formula, charge and spin: 132.87 kJ/mol
LUMO energy (alpha / beta): -5.20 / -5.20 eV

Geometry as ORCA input:
```
! RIJCOSX wB97M-V def2-TZVPD def2/J DEFGRID3
* xyz 1 1
C 0.13 -0.57 1.38
N -0.49 -1.38 2.15
N 0.21 0.24 -1.40
N 0.68 1.35 -1.84
O 1.16 -0.17 1.04
Br -1.54 0.49 -0.02
H -1.53 -1.51 2.38
H -0.06 -2.07 2.63
H -0.13 -0.23 -2.23
H 0.64 1.67 -2.86
H 0.92 2.18 -1.23
*
```

Entry 2:
Below is a gas-phase ion, C3H9N2O (charge -1), with properties calculated with ωB97M-V/def2-TZVPD.

Values from the calculation:
SMILES string: NCCNC[O-]
Energy above the lowest of the compared OMol25 structures with the same formula, charge and spin: 265.58 kJ/mol
LUMO energy: 4.47 eV

Geometry as ORCA input:
```
! RIJCOSX wB97M-V def2-TZVPD def2/J DEFGRID3
* xyz -1 1
C 0.99 -0.15 0.79
N 0.36 1.13 0.33
C -0.71 1.42 -0.83
O -0.52 0.62 -1.82
C 0.50 -1.43 0.06
N -0.89 -1.57 0.24
H 2.09 -0.08 0.59
H 0.77 -0.32 1.85
H 0.50 2.13 0.67
H -1.95 1.34 -0.46
H -0.36 2.45 -1.06
H 0.82 -1.25 -1.02
H 0.88 -2.21 0.66
H -1.05 -0.63 0.64
H -1.42 -1.46 -0.63
*
```

Entry 3:
Below is a molecular structure, C35H37N6O2RuS2Se, with properties calculated with ωB97M-V/def2-TZVPD.

Values from the calculation:
Energy above the lowest of the compared OMol25 structures with the same formula, charge and spin: 67.98 kJ/mol
LUMO energy (alpha / beta): -0.45 / -0.66 eV

Geometry as ORCA input:
```
! RIJCOSX wB97M-V def2-TZVPD def2/J DEFGRID3
* xyz 0 2
Ru 0.45 -0.19 1.32
C -4.01 3.67 0.30
C -4.34 2.50 1.21
N -3.64 1.26 0.87
C -2.34 1.04 1.15
S -1.78 -0.61 1.15
N -1.58 2.05 1.54
N -0.38 1.57 1.94
C 0.32 2.31 2.75
C -0.05 3.72 3.05
C 1.35 1.56 3.47
C 2.17 2.10 4.46
C 3.02 1.26 5.15
C 3.04 -0.10 4.86
C 2.20 -0.57 3.87
N 1.39 0.24 3.19
H -4.64 4.53 0.58
H -4.20 3.42 -0.74
H -2.97 3.96 0.40
H -5.40 2.26 1.13
H -4.13 2.75 2.25
H -4.20 0.43 0.77
H -0.29 4.24 2.12
H 0.77 4.25 3.54
H -0.93 3.78 3.69
H 2.14 3.16 4.69
H 3.67 1.66 5.92
H 3.68 -0.78 5.39
H 2.18 -1.61 3.57
C -1.32 -5.58 -4.04
C -0.80 -5.04 -2.74
C 0.11 -3.99 -2.71
C 0.56 -3.46 -1.51
C 0.10 -3.99 -0.32
C -0.81 -5.05 -0.32
C -1.25 -5.56 -1.52
S 0.68 -3.41 1.25
O -0.48 -3.05 2.03
O 1.52 -4.45 1.80
N 1.49 -2.04 0.97
C 2.83 -2.03 0.63
C 3.64 -3.10 0.31
C 5.01 -2.90 0.03
C 5.59 -1.67 0.07
C 4.79 -0.54 0.37
C 5.29 0.77 0.42
C 4.44 1.82 0.68
C 3.08 1.54 0.88
N 2.59 0.33 0.85
C 3.41 -0.73 0.62
H -0.66 -5.33 -4.87
H -2.30 -5.17 -4.27
H -1.43 -6.67 -4.00
H 0.47 -3.57 -3.64
H 1.24 -2.62 -1.50
H -1.16 -5.46 0.62
H -1.96 -6.38 -1.53
H 3.25 -4.10 0.30
H 5.61 -3.77 -0.21
H 6.64 -1.53 -0.14
H 6.34 0.94 0.25
H 4.79 2.84 0.72
H 2.36 2.35 1.01
C -4.29 2.80 -4.25
C -3.20 2.25 -3.37
C -3.02 0.89 -3.22
C -1.99 0.36 -2.44
C -1.84 -1.14 -2.38
C -1.12 1.22 -1.77
Se 0.53 0.60 -1.01
C -1.31 2.61 -1.88
C -0.48 3.64 -1.15
C -2.33 3.10 -2.69
H -4.93 2.01 -4.62
H -3.87 3.33 -5.11
H -4.91 3.52 -3.71
H -3.68 0.20 -3.74
H -2.15 -1.59 -3.32
H -2.46 -1.56 -1.58
H -0.82 -1.43 -2.16
H 0.17 3.20 -0.41
H -1.15 4.35 -0.65
H 0.13 4.21 -1.86
H -2.46 4.17 -2.77
*
```

Entry 4:
Below is a molecular structure, C5H11N3, with properties calculated with ωB97M-V/def2-TZVPD.

Values from the calculation:
Energy above the lowest of the compared OMol25 structures with the same formula, charge and spin: 1046.90 kJ/mol
LUMO energy: 0.90 eV

Geometry as ORCA input:
```
! RIJCOSX wB97M-V def2-TZVPD def2/J DEFGRID3
* xyz 0 1
C 1.86 -0.04 0.00
C 0.48 0.52 0.33
C 0.04 1.84 -0.05
C -1.37 1.11 -0.27
C -2.06 -1.71 0.10
H 1.24 -2.05 0.72
H 1.52 -1.87 -1.46
H 2.61 0.14 1.20
H 2.77 0.65 -0.93
H 0.27 0.46 1.58
H 0.44 2.57 0.91
H 0.51 2.07 -1.08
H -1.90 1.29 -1.18
H -1.91 1.47 0.66
H -2.53 -2.51 0.61
H -2.75 -0.93 -0.56
N 2.16 -1.59 -0.24
N -0.57 -0.07 -0.36
N -0.80 -1.35 0.02
*
```

Entry 5:
Below is 13 unconnected molecules or ions with the total composition C14H50BN24O20, with properties calculated with ωB97M-V/def2-TZVPD.

Values from the calculation:
LUMO energy: 1.14 eV

Geometry as ORCA input:
```
! RIJCOSX wB97M-V def2-TZVPD def2/J DEFGRID3
* xyz -1 1
O -1.04 4.14 -3.09
C 0.00 3.76 -3.71
O 0.96 4.66 -4.19
O 0.18 2.32 -3.91
C 1.59 2.04 -3.85
O 2.20 2.02 -4.96
O 2.30 1.80 -2.63
O 1.81 0.68 -2.01
B 1.30 0.98 -0.69
O 1.63 2.14 0.10
O 0.34 0.02 -0.11
H 0.77 2.55 0.40
H -0.51 0.21 -0.59
C 4.21 -1.25 0.62
O 3.10 -0.92 0.25
N 5.34 -0.67 0.14
N 4.43 -2.22 1.54
H 6.27 -0.93 0.42
H 5.23 0.06 -0.55
H 3.62 -2.68 1.92
H 5.35 -2.50 1.85
C 6.79 0.04 4.26
O 6.23 -0.84 4.89
N 6.67 0.17 2.92
N 7.59 0.97 4.85
H 7.12 0.88 2.38
H 6.08 -0.50 2.44
H 7.70 0.91 5.85
H 8.06 1.70 4.35
C -4.78 2.80 -2.72
O -4.31 2.99 -1.61
N -6.02 2.30 -2.92
N -4.10 3.08 -3.86
H -6.43 2.14 -3.82
H -6.56 2.08 -2.09
H -3.16 3.46 -3.76
H -4.47 2.93 -4.78
C 8.23 -3.14 2.43
O 7.11 -2.82 2.07
N 9.35 -2.56 1.93
N 8.45 -4.10 3.35
H 10.28 -2.81 2.22
H 9.23 -1.84 1.24
H 7.64 -4.56 3.74
H 9.36 -4.38 3.66
C -6.62 4.34 -6.91
O -7.17 3.45 -6.27
N -6.77 4.48 -8.25
N -5.82 5.26 -6.33
H -6.32 5.20 -8.79
H -7.35 3.81 -8.72
H -5.69 5.20 -5.33
H -5.36 6.00 -6.84
C 2.03 -4.41 3.92
O 1.80 -3.55 3.09
N 2.90 -4.23 4.95
N 1.43 -5.62 3.89
H 3.10 -4.92 5.64
H 3.36 -3.34 5.00
H 0.77 -5.80 3.15
H 1.60 -6.35 4.57
C -8.03 1.87 0.77
O -7.40 0.94 0.28
N -9.15 1.68 1.51
N -7.66 3.16 0.62
H -9.68 2.43 1.92
H -9.46 0.74 1.65
H -6.83 3.34 0.07
H -8.16 3.94 1.01
C -2.25 -3.85 3.98
O -2.09 -5.04 3.75
N -1.26 -2.93 3.82
N -3.43 -3.33 4.40
H -1.37 -1.95 4.00
H -0.37 -3.28 3.50
H -4.19 -3.98 4.53
H -3.58 -2.36 4.59
C 4.09 -1.87 -4.33
O 3.95 -1.86 -5.55
N 4.94 -2.72 -3.70
N 3.42 -1.03 -3.51
H 5.06 -2.75 -2.70
H 5.46 -3.36 -4.28
H 2.78 -0.38 -3.94
H 3.52 -1.03 -2.51
C -4.23 6.70 -10.55
O -4.73 6.02 -9.67
N -4.93 7.18 -11.61
N -2.92 7.05 -10.54
H -4.54 7.74 -12.33
H -5.91 6.94 -11.65
H -2.36 6.71 -9.77
H -2.48 7.61 -11.25
C -9.72 1.01 5.02
O -9.95 1.88 4.20
N -8.84 1.19 6.04
N -10.32 -0.20 4.99
H -8.63 0.48 6.73
H -8.37 2.08 6.10
H -10.98 -0.37 4.25
H -10.14 -0.93 5.66
C 7.72 -6.26 6.34
O 8.33 -5.68 5.46
N 7.92 -7.58 6.62
N 6.81 -5.65 7.13
H 7.44 -8.07 7.34
H 8.60 -8.07 6.06
H 6.63 -4.67 6.95
H 6.30 -6.11 7.86
*
```

Entry 6:
Below is a molecular structure, C4H5NO, with properties calculated with ωB97M-V/def2-TZVPD.

Values from the calculation:
Energy above the lowest of the compared OMol25 structures with the same formula, charge and spin: 243.30 kJ/mol
LUMO energy: 0.65 eV

Geometry as ORCA input:
```
! RIJCOSX wB97M-V def2-TZVPD def2/J DEFGRID3
* xyz 0 1
O 2.18 0.50 -0.08
C 0.85 0.24 0.08
C 0.23 -1.01 0.26
C -1.13 -0.80 0.07
C -1.31 0.56 -0.22
N -0.14 1.23 -0.28
H 2.36 0.52 -1.03
H 0.74 -1.93 0.50
H -1.92 -1.53 0.18
H -2.24 1.10 -0.34
H 0.39 1.12 0.88
*
```

Entry 7:
Below is C4H6FNO2 in the gas phase, with properties calculated with ωB97M-V/def2-TZVPD.

Values from the calculation:
SMILES string: C=CCO/[N+]([O-])=C/F
Energy above the lowest of the compared OMol25 structures with the same formula, charge and spin: 599.25 kJ/mol
LUMO energy: 0.86 eV

Geometry as ORCA input:
```
! RIJCOSX wB97M-V def2-TZVPD def2/J DEFGRID3
* xyz 0 1
C 0.00 -0.95 -0.51
C 1.01 -0.27 0.39
C 0.97 1.00 0.76
C -3.16 0.47 -0.42
N -2.24 -0.37 0.00
O -1.02 -0.10 -0.91
O -2.23 -1.21 0.93
F -4.31 0.44 0.27
H 0.47 -1.55 -1.24
H -0.41 -1.71 0.18
H 1.32 -1.12 1.09
H 1.28 1.45 1.70
H 0.57 1.71 0.07
H -3.28 1.07 -1.28
*
```

Entry 8:
Below is a molecular structure, C7H12KNO5S, with properties calculated with ωB97M-V/def2-TZVPD.

Values from the calculation:
LUMO energy: -0.92 eV

Geometry as ORCA input:
```
! RIJCOSX wB97M-V def2-TZVPD def2/J DEFGRID3
* xyz 0 1
K -9.75 13.55 -16.56
C -8.08 16.71 -17.62
O -9.08 15.83 -17.87
H -7.51 17.03 -18.52
H -8.34 17.62 -17.03
H -7.26 16.23 -17.01
C -5.61 18.67 -20.67
C -5.35 19.89 -19.74
O -4.50 19.37 -18.69
S -3.86 17.97 -19.11
O -3.75 17.20 -17.94
O -2.76 18.17 -19.96
O -5.17 17.53 -19.91
H -5.08 18.74 -21.61
H -6.66 18.44 -20.84
H -6.23 20.25 -19.22
H -4.78 20.66 -20.26
N -5.00 15.99 -15.24
C -5.17 14.64 -15.05
C -4.94 14.39 -13.72
C -4.73 15.63 -13.07
C -4.84 16.61 -14.04
H -5.15 16.45 -16.12
H -5.32 14.00 -15.90
H -4.96 13.43 -13.23
H -4.48 15.80 -12.03
H -4.92 17.67 -13.88
*
```

Entry 9:
Below is C16H9BrFN5OS in the gas phase, with properties calculated with ωB97M-V/def2-TZVPD.

Values from the calculation:
SMILES string: NC(=O)c1nc2ccc3ncnc(Nc4ccc(F)cc4Br)c3c2s1
LUMO energy: -0.74 eV

Geometry as ORCA input:
```
! RIJCOSX wB97M-V def2-TZVPD def2/J DEFGRID3
* xyz 0 1
O 2.13 -2.85 3.59
F 3.60 5.74 -0.93
Br 3.33 0.44 -0.69
N -0.90 -3.24 1.76
N -1.37 1.19 -2.19
N -3.02 -0.40 -2.35
S 0.73 -1.20 1.38
C 1.03 -3.36 3.20
C 0.23 -2.70 2.19
C -2.51 0.72 -2.78
C 1.38 4.72 -0.97
C 3.40 3.33 -0.63
C 0.63 3.50 -1.01
C -2.73 -2.84 0.25
C 2.80 4.66 -0.75
C 2.58 2.23 -0.50
C -1.51 -2.45 0.78
C 1.15 2.24 -0.70
C -3.22 -2.15 -0.82
C -0.73 0.61 -1.18
C -0.84 -1.29 0.49
C -2.55 -1.00 -1.26
C -1.38 -0.51 -0.62
N 0.54 -4.44 3.89
N 0.45 1.01 -0.65
H -2.85 1.33 -3.61
H 0.85 5.67 -1.18
H 4.43 3.13 -0.65
H -0.43 3.65 -1.17
H -3.19 -3.63 0.68
H -4.06 -2.63 -1.32
H 1.29 -4.83 4.47
H -0.16 -4.98 3.44
H 0.90 0.34 -0.15
*
```

Entry 10:
Below is a molecular structure, C2HLiLuO2, with properties calculated with ωB97M-V/def2-TZVPD.

Values from the calculation:
Energy above the lowest of the compared OMol25 structures with the same formula, charge and spin: 0.00 kJ/mol
LUMO energy (alpha / beta): -17.22 / -17.20 eV

Geometry as ORCA input:
```
! RIJCOSX wB97M-V def2-TZVPD def2/J DEFGRID3
* xyz 3 1
O -1.41 -0.28 -0.18
C -0.91 -0.11 -1.35
Lu -3.20 -0.01 0.96
Li 0.87 -0.81 0.15
H -1.72 0.05 -2.10
C 2.74 0.35 1.01
O 3.64 0.81 1.51
*
```

Entry 11:
Below is a molecular structure, BeFH10O5, with properties calculated with ωB97M-V/def2-TZVPD.

Values from the calculation:
Energy above the lowest of the compared OMol25 structures with the same formula, charge and spin: 69.66 kJ/mol
LUMO energy: -4.74 eV

Geometry as ORCA input:
```
! RIJCOSX wB97M-V def2-TZVPD def2/J DEFGRID3
* xyz 1 1
Be -16.29 10.52 13.84
F -14.93 10.51 14.55
O -16.42 9.20 12.79
H -15.85 8.55 12.99
H -17.20 8.80 12.36
O -12.66 11.78 14.26
H -12.01 11.21 13.82
H -13.43 11.21 14.31
O -17.57 10.31 14.92
H -17.38 9.49 15.39
H -18.46 10.16 14.57
O -16.48 11.98 13.04
H -16.76 11.89 12.11
H -15.66 12.57 13.02
O -14.99 11.29 17.08
H -14.93 10.90 16.17
H -15.36 12.14 16.84
*
```

Entry 12:
Below is 2 unconnected molecules or ions with the total composition C5H13O3, with properties calculated with ωB97M-V/def2-TZVPD.

Values from the calculation:
Energy above the lowest of the compared OMol25 structures with the same formula, charge and spin: 270.42 kJ/mol
LUMO energy: 3.78 eV

Geometry as ORCA input:
```
! RIJCOSX wB97M-V def2-TZVPD def2/J DEFGRID3
* xyz -1 1
C -1.33 -2.14 -0.84
O -0.72 -2.08 -2.13
C -0.78 -1.02 0.01
C -1.14 0.43 -0.38
C -0.66 1.48 0.80
C 0.86 1.59 0.95
O 1.35 0.40 1.29
H -2.36 -1.92 -1.12
H -0.94 -3.26 -0.61
H -0.12 -1.30 -2.16
H -0.99 -1.26 1.03
H 0.33 -1.04 0.43
H -0.46 0.59 -1.19
H -2.26 0.61 -0.61
H -1.11 0.97 1.69
H -1.19 2.33 0.53
H 1.19 2.17 1.95
H 1.19 1.96 -0.06
H 2.44 0.06 -0.07
H 3.35 0.76 0.74
O 3.34 0.68 -0.25
*
```

Number 1: total energy -2854.260718 a.u.. Number 2: total energy -304.364795 a.u.. Number 3: total energy -5127.714454 a.u.. Number 4: total energy -360.990646 a.u.. Number 5: total energy -3407.834260 a.u.. Number 6: total energy -285.321918 a.u.. Number 7: total energy -460.905575 a.u.. Number 8: total energy -1702.918395 a.u.. Number 9: total energy -4036.214452 a.u.. Number 10: total energy -1468.968263 a.u.. Number 11: total energy -496.710908 a.u.. Number 12: total energy -423.930621 a.u..